Version one
C8H17NO | wB97M-V/def2-TZVPD

Geometry as XYZ:
```
27
C8H17NO, DFT wB97M-V/def2-TZVPD
C 1.488 1.957 0.130
N 1.467 0.695 -0.642
C 1.644 -0.478 0.089
C 2.274 -1.778 -0.657
O 1.169 -0.361 1.245
H 1.319 1.591 1.225
H 2.416 2.667 0.021
H 0.605 2.643 -0.084
H 2.411 0.863 -1.425
H 2.968 -1.424 -1.520
H 1.587 -2.560 -0.789
H 2.980 -2.265 -0.059
C -2.256 -1.097 -0.282
C -1.500 -0.808 1.117
C -0.926 0.629 0.723
C -1.762 1.196 -0.440
C -1.857 -0.061 -1.195
H -2.067 -2.123 -0.523
H -3.423 -1.197 0.201
H -0.712 -1.470 1.477
H -2.245 -0.770 1.924
H 0.031 0.377 0.307
H -0.948 1.080 1.740
H -1.094 1.839 -1.021
H -2.767 1.663 -0.344
H -0.825 -0.230 -1.351
H -2.491 -0.027 -2.157
```

The value obtained for the LUMO energy is 0.54 eV. As for the molar mass: 143.2 g/mol. As for the HOMO energy: -0.341 hartree. As for the gap between HOMO and LUMO: 0.361 Ha.

Version two
C8H17NO | wB97M-V/def2-TZVPD

Geometry as XYZ:
```
27
C8H17NO, DFT wB97M-V/def2-TZVPD
C 2.062 -1.521 -0.072
C 1.272 -0.686 -1.042
C 1.048 0.622 -0.871
O 1.528 1.327 0.193
N 0.258 1.381 -1.723
C 0.426 2.817 -1.748
H 1.610 -1.511 0.928
H 2.094 -2.552 -0.411
H 3.096 -1.165 0.017
H 0.866 -1.174 -1.912
H 1.869 0.700 0.840
H 0.167 0.963 -2.638
H 1.399 3.130 -2.149
H -0.366 3.246 -2.361
H 0.336 3.192 -0.730
C -0.700 0.126 2.160
C -1.362 -0.608 1.284
C -1.344 -2.106 1.314
C -2.188 -0.008 0.188
H -0.714 1.202 2.132
H -0.116 -0.320 2.950
H -2.365 -2.499 1.364
H -0.781 -2.486 2.160
H -0.904 -2.485 0.400
H -1.855 -0.383 -0.777
H -3.234 -0.279 0.316
H -2.104 1.076 0.187
```

The value obtained for the LUMO energy is 0.87 eV. As for the molar mass: 143.2 g/mol. As for the HOMO energy: -0.275 hartree. As for the gap between HOMO and LUMO: 0.307 Ha.

Energies relative to the most stable structure are version one 3.834; version two 0.000, reported in eV.

Version one
C6H8N2O2 | wB97M-V/def2-TZVPD

Geometry as XYZ:
```
18
C6H8N2O2, DFT wB97M-V/def2-TZVPD
C 1.806 0.000 -0.084
C 1.035 -1.196 -0.050
C 1.221 1.183 -0.006
C -0.853 0.079 0.222
C 1.242 2.624 0.017
C -1.063 -2.348 0.053
N -0.291 -1.116 0.059
N -2.107 0.534 0.010
O -2.274 1.755 0.001
O -3.026 -0.287 -0.158
H 2.880 -0.109 -0.188
H 1.490 -2.169 -0.101
H 1.797 2.998 -0.846
H 0.226 3.016 -0.033
H 1.711 2.990 0.934
H -0.589 -3.081 -0.597
H -1.131 -2.748 1.065
H -2.073 -2.126 -0.297
```

The value obtained for the LUMO energy (spin up / spin down) is -0.58 / -0.58 eV. As for the molar mass: 140.1 g/mol. As for the HOMO energy (spin up / spin down): -0.283 / -0.283 hartree. As for the gap between HOMO and LUMO (spin up / spin down): 0.262 / 0.261 Ha.

Version two
C6H8N2O2 | wB97M-V/def2-TZVPD

Geometry as XYZ:
```
18
C6H8N2O2, DFT wB97M-V/def2-TZVPD
C -1.045 -0.104 0.300
C -1.280 2.122 -0.376
C 3.876 0.124 -0.113
C 0.891 1.732 0.470
C -0.590 -1.104 -0.443
C 0.115 -2.288 0.129
N -1.746 0.976 -0.206
N 0.045 2.534 -0.115
O 4.210 1.194 0.118
O 3.570 -0.951 -0.353
H -0.971 -0.126 1.381
H -1.915 2.905 -0.776
H 1.871 2.233 0.583
H -0.673 -1.051 -1.518
H -0.137 -2.421 1.178
H 1.192 -2.146 0.051
H -0.145 -3.192 -0.415
H 0.246 3.489 -0.443
```

The value obtained for the LUMO energy is 0.35 eV. As for the molar mass: 140.1 g/mol. As for the HOMO energy: -0.280 hartree. As for the gap between HOMO and LUMO: 0.292 Ha.

Version three
C6H8N2O2 | wB97M-V/def2-TZVPD

Geometry as XYZ:
```
18
C6H8N2O2, DFT wB97M-V/def2-TZVPD
O 1.754 -1.136 -1.125
C 0.586 -0.983 -0.661
C -0.019 -1.707 0.435
C -1.047 -1.238 1.232
N -1.705 -0.146 0.825
C -1.330 0.558 -0.406
O -2.119 1.306 -1.065
N -0.131 0.133 -0.897
H 0.551 -2.633 0.639
H -1.456 -1.574 2.212
H -2.305 0.511 1.411
H 0.242 0.708 -1.628
C 2.087 0.835 0.450
C 1.604 1.891 1.008
H 2.392 0.659 -0.700
H 2.455 0.032 1.115
H 1.079 2.769 0.583
H 1.528 2.137 2.045
```

The value obtained for the LUMO energy is 0.42 eV. As for the molar mass: 140.1 g/mol. As for the HOMO energy: -0.343 hartree. As for the gap between HOMO and LUMO: 0.359 Ha.

Version four
C6H8N2O2 | wB97M-V/def2-TZVPD

Geometry as XYZ:
```
18
C6H8N2O2, DFT wB97M-V/def2-TZVPD
C -1.301 -1.359 1.366
C -1.042 -0.167 0.823
N -1.575 1.130 1.221
C -0.975 1.937 0.419
C -0.150 1.322 -0.655
N -0.223 -0.139 -0.339
C -0.581 -0.852 -1.567
H -0.657 -2.244 1.111
H -1.804 -1.381 2.298
H -1.098 3.003 0.573
H -0.509 1.685 -1.621
H 0.969 1.584 -0.679
H -0.760 -1.948 -1.378
H -1.607 -0.516 -2.007
H 0.255 -0.777 -2.350
O -3.655 -0.363 -1.497
C -4.182 -0.818 -0.599
O -4.661 -1.252 0.308
```

The value obtained for the LUMO energy is 0.71 eV. As for the molar mass: 140.1 g/mol. As for the HOMO energy: -0.301 hartree. As for the gap between HOMO and LUMO: 0.328 Ha.

Energies relative to the most stable structure are version one 6.667; version two 1.639; version three 0.847; version four 0.000, reported in eV.

Version one
BF4H20O10 | wB97M-V/def2-TZVPD

Geometry as XYZ:
```
35
BF4H20O10, DFT wB97M-V/def2-TZVPD
B 0.023 -0.157 -0.201
F 1.396 -0.066 0.099
F -0.420 -1.414 0.199
F -0.594 0.914 0.401
F -0.261 0.007 -1.544
O -0.184 -1.361 -3.249
H 0.194 -2.103 -2.777
H 0.441 -0.649 -3.116
O -0.610 0.418 2.933
H -0.754 1.279 2.541
H 0.104 0.038 2.421
O 0.684 3.021 -0.258
H 0.731 2.094 -0.490
H -0.210 3.143 0.065
O 2.860 -1.320 0.398
H 2.029 -0.851 0.318
H 3.237 -1.294 -0.482
O -2.387 0.181 -1.063
H -1.440 0.059 -1.125
H -2.753 -0.478 -1.652
O -1.308 2.490 1.316
H -1.906 2.019 0.736
H -1.822 2.659 2.106
O -2.258 -0.809 1.416
H -1.663 -0.665 2.151
H -1.826 -0.389 0.672
O -0.308 -3.189 -0.540
H -0.492 -2.357 -0.104
H 0.500 -3.031 -1.028
O 1.608 -0.041 -2.087
H 1.042 0.243 -1.369
H 2.431 -0.284 -1.662
O 1.368 0.359 1.931
H 1.457 1.307 2.020
H 1.090 0.228 1.025
```

The value obtained for the LUMO energy is 2.80 eV. As for the molar mass: 267.0 g/mol. As for the HOMO energy: -0.242 hartree. As for the gap between HOMO and LUMO: 0.344 Ha. Its net charge is -1.

Version two
BF4H20O10 | wB97M-V/def2-TZVPD

Geometry as XYZ:
```
35
BF4H20O10, DFT wB97M-V/def2-TZVPD
B -30.462 32.391 3.506
F -29.229 31.881 3.055
F -31.386 32.272 2.508
F -30.968 31.638 4.536
F -30.241 33.703 3.824
O -29.007 37.413 5.273
H -29.784 37.965 5.358
H -29.289 36.686 4.719
O -26.860 31.317 6.205
H -26.991 31.179 5.267
H -27.380 32.095 6.408
O -33.514 29.021 4.735
H -32.989 28.276 5.027
H -32.908 29.761 4.748
O -35.767 32.199 0.094
H -35.017 32.179 0.689
H -35.815 31.312 -0.261
O -31.094 33.954 7.976
H -31.721 34.605 7.661
H -31.197 33.212 7.380
O -25.092 30.947 1.245
H -24.762 30.349 0.574
H -26.017 31.063 1.029
O -28.196 33.783 -0.148
H -28.586 33.642 0.714
H -28.699 33.219 -0.735
O -30.061 28.653 1.734
H -30.148 29.296 1.031
H -30.207 29.153 2.537
O -31.406 37.187 1.734
H -32.237 37.342 1.285
H -31.518 36.336 2.159
O -34.443 30.450 8.134
H -34.510 30.622 7.195
H -35.349 30.346 8.424
```

The value obtained for the LUMO energy is 2.48 eV. As for the molar mass: 267.0 g/mol. As for the HOMO energy: -0.319 hartree. As for the gap between HOMO and LUMO: 0.410 Ha. Its net charge is -1.

Energies relative to the most stable structure are version one 17.339; version two 0.000, reported in eV.

Version one
C15H17AuCl2N2O3 | wB97M-V/def2-TZVPD

Geometry as XYZ:
```
40
C15H17AuCl2N2O3, DFT wB97M-V/def2-TZVPD
Au 0.105 0.875 -0.687
Cl 5.703 -1.680 3.368
C 4.425 -1.448 2.203
C 4.701 -1.644 0.839
C 3.719 -1.469 -0.092
Cl 4.083 -1.706 -1.770
C 2.374 -1.076 0.248
O 1.503 -0.921 -0.661
C 2.146 -0.900 1.651
C 0.837 -0.588 2.165
O -0.177 -0.388 1.511
C 3.173 -1.091 2.598
H 5.695 -1.933 0.524
H 0.769 -0.558 3.271
H 2.950 -0.957 3.650
C -5.581 -0.041 -0.869
C -4.187 -0.563 -0.785
C -3.693 -1.809 -0.483
C -2.287 -1.698 -0.552
N -1.948 -0.461 -0.880
N -3.109 0.211 -1.017
C -1.261 -2.756 -0.321
H -6.288 -0.853 -0.711
H -5.786 0.397 -1.847
H -5.767 0.720 -0.110
H -4.268 -2.688 -0.244
H -3.084 1.185 -1.259
H -1.743 -3.705 -0.089
H -0.607 -2.473 0.500
H -0.636 -2.887 -1.204
C 1.222 3.436 0.887
O 0.975 3.659 -0.515
C 0.490 2.700 -1.243
C 0.411 3.163 -2.662
H 0.339 3.742 1.445
H 2.070 4.062 1.147
H 1.441 2.385 1.064
H 0.308 4.245 -2.740
H -0.376 2.642 -3.201
H 1.360 2.871 -3.125
```

The value obtained for the LUMO energy is 0.07 eV. As for the molar mass: 541.2 g/mol. As for the HOMO energy: -0.269 hartree. As for the gap between HOMO and LUMO: 0.272 Ha.

Version two
C15H17AuCl2N2O3 | wB97M-V/def2-TZVPD

Geometry as XYZ:
```
40
C15H17AuCl2N2O3, DFT wB97M-V/def2-TZVPD
Au -0.603 0.853 -1.144
Cl 1.107 -6.497 0.891
C 1.017 -4.765 0.725
C 2.197 -4.029 0.579
C 2.137 -2.667 0.442
Cl 3.611 -1.762 0.282
C 0.906 -1.934 0.415
O 0.893 -0.671 0.257
C -0.267 -2.729 0.590
C -1.599 -2.145 0.670
O -1.925 -0.992 0.458
C -0.190 -4.121 0.747
H 3.156 -4.530 0.582
H -2.381 -2.879 0.960
H -1.103 -4.689 0.886
C 1.488 2.237 3.756
C 0.656 2.488 2.546
C -0.125 3.574 2.183
C -0.684 3.245 0.942
N -0.264 2.035 0.583
N 0.546 1.594 1.559
C -1.619 4.031 0.088
H 1.467 3.107 4.408
H 2.525 2.035 3.485
H 1.114 1.380 4.317
H -0.271 4.481 2.745
H 0.917 0.641 1.413
H -1.693 5.055 0.450
H -2.616 3.589 0.100
H -1.275 4.046 -0.946
C 1.092 0.204 -3.774
O -0.338 0.079 -3.953
C -1.111 0.214 -2.926
C -2.502 -0.198 -3.245
H 1.305 0.926 -2.989
H 1.492 0.526 -4.730
H 1.483 -0.774 -3.506
H -2.654 -0.381 -4.309
H -3.206 0.538 -2.860
H -2.684 -1.117 -2.678
```

The value obtained for the LUMO energy is 0.12 eV. As for the molar mass: 541.2 g/mol. As for the HOMO energy: -0.269 hartree. As for the gap between HOMO and LUMO: 0.274 Ha.

Energies relative to the most stable structure are version one 0.750; version two 0.000, reported in eV.